1.
The following is a quantum chemistry calculation of a molecular structure, C16H35AlBBr12IO5P at a distorted geometry, from OMol25.

As for the LUMO energy: 0.0619 Eh. The HOMO energy comes out at -4.973 eV. The calculation puts the frontier orbital gap at 6.66 eV. The calculated total energy comes out at -32801.6483 a.u. Its charge is -1.

Cartesian coordinates (Å):
I: 1.5014 4.2926 -5.5409
Br: -0.8836 5.4822 2.1873
Br: -1.2063 -3.7808 -0.3517
Br: -1.5406 0.3581 6.8646
Br: -2.0699 -2.6898 -4.0431
Br: 2.8203 -2.6990 -0.9793
Br: 1.7612 0.4155 1.3188
Br: 3.0232 -4.6411 2.1339
Br: -0.0300 7.9854 -0.3827
Br: -1.6580 1.8023 1.6729
Br: -4.7416 -5.0820 -3.1462
Br: -4.1785 -4.8475 1.5750
Br: 1.0175 -1.8896 5.4419
P: 1.2334 1.8563 -4.7834
Al: 0.8753 -0.4564 -2.3985
O: 1.1910 -1.3163 -3.8954
O: 2.7650 1.3575 -4.6899
O: 2.7129 3.7728 -2.5721
O: 1.6995 1.1263 -2.1990
O: -0.7309 0.2817 -2.6399
C: -1.0651 8.1860 1.2460
C: -0.6831 0.5517 2.7930
C: -3.4951 -5.1137 -4.6384
C: 0.7773 0.9120 2.9071
C: 1.2301 -0.3568 6.6108
C: 0.8762 2.0647 -2.9159
C: 0.7973 3.9250 -0.8645
C: -0.5036 7.3712 2.3842
C: -1.3750 -4.1930 1.5326
C: -1.5775 2.3017 -3.6656
C: -2.3119 -5.3433 1.7955
C: 3.5454 -4.5108 -0.7095
C: 2.6934 -5.2308 0.3028
C: 0.1301 -0.2609 7.6364
C: -0.6075 1.6843 -2.6631
C: -2.1290 -4.6124 -4.2465
B: 1.4634 3.3168 -2.1497
H: 0.9354 3.1866 -0.0633
H: -1.7991 -5.0375 -3.3021
H: -2.2150 -5.6829 2.8244
H: -1.4086 -4.8553 -5.0254
H: 0.9266 1.9753 3.0758
H: 1.2222 0.3317 3.7130
H: -1.3483 3.3515 -3.8766
H: -0.9658 7.6790 3.3201
H: -3.9367 -4.5094 -5.4250
H: -0.0782 -1.2215 8.0973
H: -3.4418 -6.1529 -4.9555
H: 0.5752 7.4709 2.4587
H: -1.7033 -3.2792 2.0198
H: -2.5921 2.2533 -3.2612
H: -0.8183 -0.4326 2.3540
H: 2.7116 4.6935 -2.8454
H: 1.2898 4.8463 -0.5413
H: -1.1630 0.5912 3.7689
H: 2.1908 -0.4886 7.1038
H: -1.0350 9.2454 1.4917
H: 3.4600 -5.0037 -1.6764
H: 1.2657 0.5229 5.9739
H: -2.1332 -6.1701 1.1148
H: 0.3936 0.4667 8.4006
H: -1.5695 1.7268 -4.5956
H: 4.5926 -4.4655 -0.4215
H: -2.0826 7.8925 1.0057
H: 0.3126 -1.5442 -4.2185
H: -0.3737 -4.4478 1.8786
H: 0.9808 -1.4646 -1.1987
H: 1.6369 -5.0499 0.1203
H: 3.2326 1.7382 -3.9283
H: 2.8921 -6.3009 0.3074
H: -0.2779 4.0990 -0.9457
H: -0.8966 2.0307 -1.6574


2.
The following is a quantum chemistry calculation of a molecular structure, C16H35BF6NO20S2Zr at a distorted geometry, from OMol25.

As for the LUMO energy: -0.1984 Eh. The HOMO energy comes out at -12.972 eV. The calculation puts the frontier orbital gap at 7.57 eV. The calculated total energy comes out at -3657.5625 a.u. The energy above the lowest of the compared OMol25 structures with the same formula, charge and spin is 0.0000 eV. Its charge is +1.

Cartesian coordinates (Å):
Zr: 1.3177 -2.4694 0.9647
S: -3.5482 -2.3458 1.2702
S: -3.1868 -4.5834 2.6347
F: -3.1575 -3.3863 -1.1359
F: -2.3347 -1.3716 -0.8134
F: -1.3978 -6.3214 1.7762
F: -0.7553 -5.1455 3.4797
F: -2.2191 -6.7307 3.7425
F: -4.4650 -1.6871 -1.0852
O: 3.6144 6.0569 1.0078
O: -2.4727 2.1204 -0.2099
O: 2.1030 7.6105 1.6142
O: -3.0252 -1.1201 1.8193
O: -4.3904 1.1238 -0.7337
O: -0.3433 -1.1178 -3.9762
O: -0.3498 -3.4074 -0.0399
O: 0.2072 0.9276 -3.2576
O: -1.2886 1.0620 2.6668
O: 2.2778 -1.5219 2.7812
O: 1.7753 5.4543 2.1228
O: 2.1569 -3.1003 -0.9844
O: -0.2432 -2.4554 2.5727
O: -4.1366 2.0479 1.2998
O: 1.8174 -0.4501 -3.8591
O: -3.4826 -4.0125 3.9074
O: 1.4855 0.8694 3.6266
O: -4.8999 -2.6441 1.5433
O: 3.2745 -1.6651 0.1258
O: -4.2024 -5.3284 1.9702
N: -2.4048 -3.5584 1.6497
C: 3.2418 -2.4322 -0.8980
C: 2.5101 0.7387 -3.4438
C: 2.4649 6.4934 1.5750
C: -3.7192 1.7957 0.2288
C: -4.3951 2.3228 -2.8108
C: 1.3927 1.5973 -2.8263
C: -2.2800 1.6198 -1.5382
C: 1.5254 3.2228 1.2328
C: 4.2405 -2.3412 -1.9791
C: -3.6932 1.2492 -1.9878
C: 3.6906 4.6460 1.0819
C: 0.4805 -0.3095 -3.7286
C: 3.2002 1.3476 -4.6417
C: -1.8192 -5.7939 2.9236
C: -3.3631 -2.1950 -0.5873
C: 2.4629 4.2194 1.9125
B: 0.3251 -0.5418 0.3902
H: -1.2465 -3.5149 0.4391
H: 0.5151 0.9879 3.4851
H: 5.2042 -2.0323 -1.5940
H: 0.5192 3.4404 1.5886
H: 2.0023 -0.6272 3.1747
H: 4.5970 4.2765 1.5601
H: -1.5965 0.7822 -1.4495
H: 3.2706 0.4854 -2.7036
H: -1.9064 0.3133 2.6113
H: 3.6546 4.2640 0.0601
H: 3.9311 0.6119 -4.9990
H: -1.8592 2.3921 -2.1773
H: 1.1622 -0.4611 1.1966
H: 4.2470 -3.2774 -2.5363
H: -3.7608 2.6030 -3.6557
H: 1.8410 2.2384 1.5810
H: -1.1751 -2.8735 2.3683
H: 2.7146 -1.9990 3.5014
H: -3.7472 0.3364 -2.5754
H: -1.1550 1.3262 1.7510
H: 1.4693 2.6023 -3.2283
H: 1.5816 3.2793 0.1473
H: 1.3682 1.5283 -1.7391
H: 2.5594 1.5656 -5.4944
H: -0.5420 -1.2053 0.7758
H: 3.8525 -1.6139 -2.6964
H: -0.0299 0.5374 0.0617
H: 2.7637 3.8321 2.8879
H: -4.6492 3.2221 -2.2537
H: -0.5029 -3.6267 -0.9723
H: -5.3030 1.8759 -3.2132
H: 0.7870 -1.1695 -0.4805
H: 1.7773 1.6802 4.0551
H: 3.8218 2.2096 -4.3951
H: -0.1564 -2.4793 3.5355


3.
The following is a quantum chemistry calculation of a molecular structure, C16H35Cl2InO8 at a distorted geometry, from OMol25.

As for the LUMO energy: 0.1354 Eh. The HOMO energy comes out at 0.836 eV. The calculation puts the frontier orbital gap at 2.85 eV. The calculated total energy comes out at -2342.8421 a.u. The energy above the lowest of the compared OMol25 structures with the same formula, charge and spin is 0.0000 eV. Its charge is -2.

Cartesian coordinates (Å):
In: -3.0490 -2.8843 -1.5558
Cl: 0.2234 -2.3642 -2.6827
Cl: -1.4459 -2.2994 1.4212
O: -3.3348 -5.9560 -1.4755
O: -4.4518 -5.0578 0.2066
O: 4.0852 1.3635 -5.8174
O: 2.7507 0.2222 -3.3238
O: 5.8003 0.6504 -3.4018
O: -4.3463 0.5687 5.6106
O: -2.4226 3.0015 5.6089
O: -2.7422 1.2855 3.1073
C: 5.8463 1.8622 -4.1333
C: -2.6483 3.4701 4.2879
C: -3.5928 -0.3286 4.7982
C: 0.0989 -4.2891 -0.7263
C: -3.7034 -4.9384 -0.8325
C: 1.6790 0.9560 -2.7608
C: 3.7628 0.0048 -5.5152
C: 2.5217 -0.1973 -4.6589
C: -1.1174 3.2352 6.0837
C: 4.4939 2.2029 -4.7451
C: -3.4414 2.4680 3.4588
C: -5.7433 0.4276 5.4702
C: -1.2299 -2.0932 -0.3773
C: -2.4103 0.3670 4.1440
C: 6.9127 -0.1891 -3.6084
C: 0.0930 -2.7362 -0.9041
H: 6.6030 1.8308 -4.9244
H: 1.2606 1.6692 -3.4812
H: 7.7517 0.1174 -2.9751
H: -3.2207 -1.1266 5.4514
H: 6.1212 2.6614 -3.4303
H: -6.0292 0.2874 4.4226
H: -3.6737 2.9519 2.5048
H: -0.3262 -4.7332 -1.6481
H: -1.7101 3.7000 3.7734
H: -1.0224 4.2562 6.4690
H: 2.0654 1.5217 -1.9103
H: 1.6793 0.3379 -5.1087
H: -2.6807 -2.9060 -3.3323
H: 1.1350 -4.6798 -0.5742
H: -3.2321 4.3988 4.3642
H: -0.4839 -4.5298 0.1842
H: 4.6243 -0.5148 -5.0955
H: -0.3655 3.0611 5.3034
H: -4.2160 -0.7824 4.0223
H: -4.4001 2.2363 3.9232
H: 0.9018 0.2738 -2.4086
H: 7.2249 -0.1963 -4.6612
H: -4.3925 -1.7333 -1.2462
H: -1.8076 -0.4058 3.6562
H: 2.2737 -1.2645 -4.6302
H: -6.1030 -0.4133 6.0734
H: 3.5697 -0.4619 -6.4867
H: 3.7181 2.2743 -3.9834
H: -6.2125 1.3461 5.8296
H: -1.7601 0.8355 4.8848
H: 0.9888 -2.2904 -0.4184
H: 4.5821 3.2017 -5.1860
H: 6.6214 -1.2066 -3.3474
H: -1.1540 -0.9982 -0.5834
H: -0.9192 2.5290 6.8907